110
Properties=species:S:1:pos:R:3:forces:R:3 method="wB97M-V/def2-TZVPD" de_lowest_kcal_mol=29.30 charge=-1 molar_mass_g_mol=801.68 orbital_gap_ev=6.513
C -2.1414 2.8047 0.6262 -0.46 -0.16 -0.20
C -2.9720 1.6314 1.1318 -0.32 0.41 0.04
N -2.2473 0.6852 2.0021 -0.20 0.57 -0.15
C -3.1273 -0.2845 2.6833 0.12 -0.77 -0.13
C -4.2763 -0.7895 1.8188 -0.10 0.15 -0.09
C -1.4209 1.3401 2.9444 0.36 0.04 -0.22
S -1.9243 2.3864 4.0918 -0.20 -0.03 0.21
S 0.2852 0.9865 2.8805 0.24 0.17 0.13
C 0.7636 0.5701 1.1701 -0.42 -0.69 0.35
C 0.2844 -0.7951 0.6798 0.44 0.04 -0.23
C 0.4749 -0.9017 -0.8524 -0.67 -1.07 0.85
Nb -0.9601 -2.3775 -1.7735 3.61 2.61 -2.69
N -0.9429 -1.5280 -3.6504 -1.42 0.30 2.89
C -1.2278 -0.3152 -3.9134 0.93 -0.06 -1.19
C -0.9161 0.1778 -5.3012 -0.40 0.30 -0.04
C -1.9252 0.6916 -3.0371 -0.60 0.08 -0.16
P -2.6499 -4.1651 -2.6516 0.23 0.30 0.24
O -2.8948 -4.0902 -4.1140 -0.32 -0.33 -0.35
O -2.1473 -5.6853 -2.2579 -0.55 -0.01 0.06
O -4.0874 -3.9960 -1.8525 -0.08 -0.41 -0.10
H -1.8258 3.4855 1.4134 0.26 -0.12 0.03
H -1.3112 2.4398 0.0233 0.20 0.15 0.13
H -2.7852 3.3760 -0.0448 0.08 0.00 -0.08
H -3.3229 1.0998 0.2478 0.09 -0.27 0.11
H -3.8733 2.0149 1.6323 0.08 0.06 0.13
H -3.5245 0.1098 3.6251 0.01 0.24 -0.06
H -2.5091 -1.1499 2.9401 0.13 0.10 0.05
H -4.5936 -1.7657 2.1834 -0.02 0.01 0.03
H -5.1364 -0.1201 1.8645 0.01 0.01 -0.04
H -3.9952 -0.9005 0.7724 0.15 -0.13 0.03
H 0.4784 1.3748 0.4974 -0.06 0.10 0.09
H 1.8534 0.5482 1.2455 0.05 0.17 -0.14
H 0.9089 -1.5652 1.1420 -0.04 0.01 0.09
H -0.7214 -1.0283 1.0103 -0.14 0.39 -0.04
H 1.4625 -1.3506 -0.9805 0.04 0.06 -0.47
H 0.4974 0.0712 -1.3492 -0.11 0.01 -0.05
H -2.5023 -1.4947 -1.2412 -0.39 -0.82 0.20
H -1.0521 -3.1822 -0.1227 -0.62 -0.16 0.19
H 0.3630 -3.5936 -2.1745 -0.67 -0.77 0.41
H -0.5783 1.2148 -5.3492 0.20 -0.08 0.12
H -0.2836 -0.5259 -5.8272 0.15 0.08 -0.02
H -1.8934 0.1516 -5.7945 0.04 0.06 -0.18
H -1.5227 0.7741 -2.0299 0.16 -0.24 -0.01
H -2.9717 0.3954 -2.9484 0.01 -0.01 0.12
H -1.9275 1.6733 -3.5087 0.06 0.03 0.02
H -1.7462 -5.6047 -1.3815 0.15 -0.07 0.00
H -3.9064 -3.3617 -1.1455 -0.09 0.05 0.04
O 3.6760 -0.6602 -1.0268 -0.40 0.37 0.09
H 4.1947 -1.2344 -0.4600 0.07 0.02 0.05
H 4.2913 -0.4197 -1.7268 0.21 -0.11 0.07
O 2.8147 -0.0038 5.3774 0.06 0.02 -0.25
H 2.1538 0.2821 4.7349 -0.16 -0.05 0.09
H 3.4415 0.7315 5.3902 0.02 0.02 0.15
O -4.7894 3.7519 -1.6762 -0.02 0.08 0.11
H -5.0493 3.9530 -0.7717 -0.01 -0.04 0.02
H -5.1855 4.4543 -2.2002 0.01 -0.03 -0.08
O 5.4095 -2.2358 -2.6085 0.16 -0.18 -0.17
H 4.5898 -2.5790 -2.9832 -0.05 0.06 0.05
H 5.7030 -2.9281 -2.0089 0.01 -0.03 -0.02
O 3.9196 2.7940 6.1825 -0.01 0.17 0.06
H 3.6633 2.7993 7.1095 -0.02 -0.10 0.01
H 4.2881 3.6744 6.0206 -0.01 -0.02 -0.06
O -4.2826 -7.7800 -2.3799 -0.01 -0.07 0.12
H -4.8115 -7.1930 -2.9275 -0.01 0.04 0.00
H -3.5547 -7.2136 -2.0844 0.01 0.04 -0.21
O 4.7359 4.5788 3.9675 0.20 0.10 0.44
H 4.4555 3.6697 4.1091 -0.06 -0.09 -0.41
H 4.0263 4.9395 3.4231 -0.02 0.13 -0.04
O 3.2162 2.9065 2.3198 -0.11 0.04 0.03
H 2.9516 2.0011 2.5098 0.06 -0.02 -0.07
H 2.4995 3.2508 1.7749 0.00 -0.01 -0.04
O -7.1720 -4.5734 -2.6322 0.10 0.02 -0.05
H -6.2256 -4.4329 -2.4788 0.07 0.02 0.12
H -7.2873 -4.3756 -3.5652 0.02 0.00 -0.02
O 2.4811 -3.3113 4.7340 0.15 -0.03 0.09
H 2.1896 -3.2580 5.6529 -0.27 0.08 -0.07
H 2.8203 -2.4280 4.5457 0.04 -0.01 0.05
O -4.8035 1.1494 -4.6054 -0.10 -0.05 -0.08
H -5.0286 0.2132 -4.5913 0.09 -0.03 0.05
H -5.4488 1.5470 -5.1990 0.00 0.11 -0.05
O 5.8505 1.6027 1.5178 0.23 0.19 0.25
H 6.2736 1.7255 0.6609 -0.20 -0.10 -0.19
H 5.7201 2.4954 1.8575 -0.20 -0.07 0.10
O 0.6884 4.8035 5.4883 0.03 -0.03 0.06
H 1.4184 4.2022 5.6684 0.06 -0.02 -0.07
H 0.0245 4.2389 5.0745 -0.06 -0.07 -0.06
O -0.0436 -3.0688 6.4229 0.04 0.01 0.11
H -0.3358 -2.7427 7.2790 -0.01 0.01 0.00
H -0.4296 -2.4628 5.7820 0.07 -0.03 -0.08
O 6.3225 0.6373 -1.0309 0.23 0.21 -0.18
H 6.8389 0.0568 -0.4634 -0.05 -0.14 -0.01
H 6.9275 0.8779 -1.7447 0.14 -0.02 0.00
O 3.0227 -6.2459 5.2359 0.04 0.01 0.03
H 2.8565 -5.3336 4.9590 -0.03 0.08 -0.08
H 3.8977 -6.4396 4.8910 0.01 -0.01 -0.01
O 3.1847 6.8188 2.2418 0.04 -0.07 -0.06
H 3.6492 6.9406 1.4084 0.01 -0.04 -0.01
H 3.0921 7.7054 2.6020 -0.03 -0.03 0.09
O -1.9798 -2.3051 -6.4268 -0.30 -0.13 -0.09
H -2.5172 -2.5666 -7.1795 -0.01 -0.09 0.05
H -2.3310 -2.8224 -5.6784 0.20 -0.11 0.13
O 8.1951 1.9348 -3.0806 -0.17 0.05 -0.04
H 8.9990 2.3813 -3.3600 0.07 -0.05 0.06
H 7.4877 2.3918 -3.5478 0.00 -0.02 -0.03
O -6.9310 2.1533 -7.1027 0.02 -0.09 0.08
H -7.1680 1.2206 -7.1137 0.00 -0.01 -0.04
H -7.5632 2.5749 -7.6911 0.00 0.04 0.01
O 3.0631 2.5892 -1.2181 0.02 -0.04 0.02
H 3.3003 1.6969 -0.9278 -0.06 -0.13 0.02
H 3.8968 3.0666 -1.2011 0.03 -0.01 0.07